Model A:
Formula: C4H7NO
Source: the Open Molecules 2025 dataset
Level of theory: the ωB97M-V functional and the def2-TZVPD basis

Values from the calculation:
highest occupied orbital energy: -9.44 eV
molar mass: 85.106 g mol⁻¹

Geometry as ORCA input:
```
! wB97M-V def2-TZVPD RIJCOSX def2/J DEFGRID3
* xyz 0 1
C -0.55037 0.95165 -0.62150
H 0.88511 1.38375 1.08002
H 0.76411 -1.54418 -2.30179
H -0.83966 1.07547 1.55359
H 1.38845 -0.96787 1.18565
O -0.01191 -1.64610 -0.38950
C 0.27267 -0.98163 -1.49637
H -0.31289 -1.24829 1.83567
H -0.45965 2.02982 -0.75929
C 0.01459 0.73401 0.95522
C 0.33953 -0.69286 1.16366
H -1.59343 0.63191 -0.51390
N 0.10345 0.27434 -1.69146
*
```

Model B:
Formula: C4H7NO
Source: the Open Molecules 2025 dataset
Level of theory: the ωB97M-V functional and the def2-TZVPD basis

Values from the calculation:
highest occupied orbital energy: -9.22 eV
molar mass: 85.106 g mol⁻¹
structure (SMILES): C[C@@H]1C(=O)N1C

Geometry as ORCA input:
```
! wB97M-V def2-TZVPD RIJCOSX def2/J DEFGRID3
* xyz 0 1
H -0.62289 1.41396 -1.00651
C 1.85043 0.22033 0.00766
H 0.63012 -2.36498 0.53506
C 0.50774 0.61557 0.59311
H 0.95166 -2.44385 -1.28899
O 3.01227 0.37475 -0.04735
C 0.40626 -1.93144 -0.44620
H -0.63275 -2.00795 -0.71999
N 0.79823 -0.55749 -0.26888
C -0.33138 1.68747 0.04344
H 0.21422 2.66018 0.12541
H 0.71705 0.43308 1.69233
H -1.30300 1.90828 0.53816
*
```

Model C:
Formula: C4H7NO
Source: the Open Molecules 2025 dataset
Level of theory: the ωB97M-V functional and the def2-TZVPD basis

Values from the calculation:
highest occupied orbital energy: -8.97 eV
molar mass: 85.106 g mol⁻¹
structure (SMILES): C=NC/C=C/O

Geometry as ORCA input:
```
! wB97M-V def2-TZVPD RIJCOSX def2/J DEFGRID3
* xyz 0 1
H -3.00728 -1.29522 -0.37430
H -1.31716 -2.04073 -0.67913
C 0.52086 0.77469 0.36229
H 0.17151 -0.58840 1.97528
O 1.88984 1.85926 -1.29242
C -0.04104 -0.50749 0.90194
C -1.94305 -1.31420 -0.13809
C 1.26540 0.78955 -0.74077
H 0.24620 1.69612 0.87506
H 0.45080 -1.36155 0.40292
H 1.81056 2.60359 -0.68082
H 1.43760 -0.10973 -1.32831
N -1.48423 -0.50589 0.71634
*
```

Model D:
Formula: C4H7NO
Source: the Open Molecules 2025 dataset
Level of theory: the ωB97M-V functional and the def2-TZVPD basis

Values from the calculation:
highest occupied orbital energy: -9.43 eV
molar mass: 85.106 g mol⁻¹

Geometry as ORCA input:
```
! wB97M-V def2-TZVPD RIJCOSX def2/J DEFGRID3
* xyz 0 1
H 1.35507 1.06798 1.23179
H -2.55955 1.48032 -0.05508
C -0.23409 -1.21209 0.07262
H 0.70793 -0.86952 -1.11830
H 1.84187 1.49946 -0.42149
C 1.52765 0.67711 0.22429
C -2.06351 0.54489 0.15303
O -0.61862 0.83722 -0.94343
C 0.29330 0.04622 -0.41415
H -0.89943 -1.77038 -0.56401
N -2.06870 -0.47306 0.78750
H 0.37244 -1.78230 0.77838
H 2.34562 -0.04585 0.26885
*
```

Name the most stable of them. model C.